Molecular formula: C15H22N2
Method: DFT, wB97M-V/def2-TZVPD

Cartesian coordinates (Å):
N -0.41534 -0.61026 0.29721
C -1.23077 -0.56167 -0.73402
C -0.67842 4.10342 0.09908
C -0.90117 3.38617 1.27321
C -0.02595 3.62104 -0.96888
C -0.20502 2.18227 1.42070
C 0.51093 2.34881 -0.92459
C 0.31935 1.57905 0.23000
N -2.48069 -1.18496 -0.78759
C -3.42716 -0.94462 -1.89190
C -2.81253 -1.94277 0.43553
C 3.04276 -1.99488 0.64649
C 2.40804 -1.75801 -0.76517
C 1.90407 -1.79186 1.59624
C 1.70032 -0.42171 -0.99390
C 1.48251 -0.29438 1.60158
C 0.86135 0.08169 0.20577
H -0.95673 -0.04777 -1.65137
H -1.10356 5.11313 -0.03251
H -1.55700 3.86127 1.99314
H 0.03019 4.27463 -1.82228
H -0.28221 1.68226 2.31381
H 0.99038 1.97700 -1.73961
H -3.02868 -0.18383 -2.54282
H -3.71494 -1.88613 -2.50665
H -4.40558 -0.68590 -1.45084
H -1.93512 -2.39032 0.87426
H -3.28746 -1.25782 1.26969
H -3.50795 -2.71548 0.05540
H 3.86194 -1.27540 0.76395
H 3.63212 -3.00865 0.67228
H 3.22459 -1.86640 -1.42923
H 1.86681 -2.65901 -0.87315
H 1.02001 -2.53822 1.53062
H 2.39475 -2.04608 2.61122
H 2.53583 0.33985 -1.14183
H 1.15432 -0.59042 -1.89321
H 2.37182 0.31742 1.85995
H 0.64418 -0.21149 2.39942

Cartesian forces, eV/Å:
N -3.134 -1.351 -2.316
C 0.528 -0.619 1.308
C -1.996 1.818 0.931
C 1.210 0.151 -0.543
C 0.823 -0.250 -0.911
C -1.174 0.657 -3.261
C -1.837 0.429 2.562
C 2.760 0.054 0.256
N 2.041 0.477 0.842
C -0.779 -2.049 0.825
C -1.982 1.173 -0.316
C 0.541 -0.800 -2.044
C 1.566 -0.361 1.757
C 0.657 -0.930 3.260
C 1.983 0.973 1.427
C -0.748 -0.785 0.376
C -1.533 0.766 1.557
H -0.129 0.199 -0.217
H 0.013 -0.563 0.395
H 0.367 -0.350 0.467
H 0.344 -0.127 -0.396
H -0.053 -1.361 1.801
H 1.307 -1.223 -2.183
H -0.077 0.251 -0.145
H 1.035 1.209 0.874
H 0.405 0.532 -0.254
H 0.313 -0.063 -0.154
H 0.665 -1.314 -1.650
H 0.085 0.234 0.858
H -0.312 0.258 0.480
H -1.594 1.507 0.028
H 0.722 0.184 -1.273
H -1.512 -0.603 -0.600
H 1.437 1.377 -0.438
H -1.183 0.574 -0.929
H -1.051 -0.794 -0.179
H -0.680 0.649 -0.715
H -0.570 -0.192 -0.084
H 1.543 0.260 -1.394

For the relative energy (zero: lowest compared OMol25 entry of this formula, charge and spin), the calculation gives 79.84 kcal/mol. For the HOMO energy, the calculation gives -7.92 eV. Its total charge is 0.

These are the Löwdin partial charges, in e, on atoms 1 to 5: 0.0737 -0.1529 -0.1357 -0.0637 -0.1083


Molecular formula: C45H87BIN10NbOP
Method: DFT, wB97M-V/def2-TZVPD

Cartesian coordinates (Å):
C -1.36346 2.50923 1.10598
C -1.40267 2.16064 -0.52800
B -2.94640 2.56380 -1.00723
O -3.29508 4.02356 -0.93432
Nb -4.52531 1.12923 -1.79590
I -5.60122 3.21151 -3.45744
P -3.11071 0.27182 -3.71364
C -2.46447 -1.46462 -3.10721
C -1.52729 1.26768 -4.04391
C -1.43976 1.46215 -5.70399
H -0.27955 2.51298 1.54792
H -2.09416 1.79328 1.70104
H -1.80838 3.61119 1.18612
H -0.62327 2.89566 -1.05535
H -1.14292 1.02713 -0.74475
H -3.77346 4.23135 -0.07902
H -5.87901 -0.01642 -2.28442
H -5.63387 1.71869 -0.47690
H -3.87906 -0.20494 -0.69710
H -1.75658 -1.84588 -3.98469
H -1.84093 -1.35048 -2.11541
H -3.34071 -2.24852 -2.99962
H -0.59324 0.62629 -3.66905
H -1.49065 2.35134 -3.61087
H -2.05377 2.42184 -6.04950
H -1.97314 0.54254 -6.20037
H -0.31839 1.48728 -6.06997
C -1.58367 4.25747 5.55982
C -1.98799 3.14066 6.51681
C -1.27661 1.81842 6.22275
C -1.62248 1.35066 4.81842
N -1.90934 0.96251 3.65347
H -1.85559 4.02215 4.52597
H -2.09404 5.18872 5.82528
H -0.50322 4.43694 5.60031
H -3.07423 2.99963 6.45856
H -1.75806 3.45060 7.54214
H -1.58945 1.05529 6.94310
H -0.19102 1.93879 6.30554
C 2.75401 0.27424 -1.55088
C 2.68130 1.59079 -2.31769
C 3.58290 2.67538 -1.72470
C 3.16128 2.96770 -0.29384
N 2.81160 3.21030 0.89314
H 2.40668 0.38766 -0.51906
H 2.11699 -0.47821 -2.02648
H 3.77975 -0.11125 -1.52946
H 1.64068 1.93744 -2.32930
H 2.97292 1.41243 -3.35855
H 3.50562 3.59324 -2.31689
H 4.62967 2.35282 -1.73337
C -9.74414 1.58732 -6.79626
C -8.36479 1.80571 -6.18285
C -7.58783 0.50243 -5.98627
C -8.35409 -0.41545 -5.04771
N -8.98965 -1.17697 -4.26911
H -10.38359 0.98037 -6.14750
H -10.25024 2.54649 -6.94465
H -9.66647 1.08836 -7.76900
H -8.48191 2.31782 -5.21993
H -7.78778 2.47181 -6.83371
H -6.60253 0.71354 -5.55761
H -7.43913 -0.00535 -6.94538
C 4.60725 0.94597 7.27130
C 3.92675 0.72211 5.92468
C 2.40627 0.87809 5.99308
C 1.82861 -0.14191 6.96079
N 1.34928 -0.98804 7.76351
H 4.28753 0.20769 8.01351
H 5.69305 0.85300 7.16850
H 4.38578 1.94595 7.66145
H 4.18181 -0.28076 5.56080
H 4.32798 1.43924 5.20013
H 1.96771 0.72187 5.00193
H 2.13750 1.88568 6.32834
C 2.83184 -3.57888 5.80071
C 3.69587 -4.83355 5.87704
C 4.95696 -4.63719 6.72081
C 5.81538 -3.53967 6.11325
N 6.52759 -2.62925 5.60933
H 3.36139 -2.75218 5.31668
H 1.92935 -3.77416 5.21287
H 2.52383 -3.25312 6.80083
H 3.97243 -5.13613 4.85961
H 3.10199 -5.64857 6.30514
H 5.53409 -5.56715 6.75573
H 4.69378 -4.36212 7.74791
C -10.76644 2.17453 -0.08356
C -9.71630 1.64135 -1.05283
C -8.88977 2.75173 -1.70458
C -9.80253 3.67330 -2.49712
N -10.55961 4.43785 -3.15465
H -11.50326 2.80431 -0.59210
H -11.31221 1.34601 0.37889
H -10.30057 2.76392 0.71444
H -10.21732 1.04734 -1.82700
H -9.04463 0.96522 -0.51251
H -8.14355 2.31818 -2.37862
H -8.36116 3.33540 -0.94316
C 4.95113 -5.33704 0.30387
C 4.50983 -4.38779 1.41326
C 3.03899 -3.98222 1.29931
C 2.80470 -3.26629 -0.02097
N 2.61022 -2.67234 -1.11616
H 4.86937 -4.87106 -0.68321
H 5.99894 -5.62200 0.44201
H 4.34592 -6.25079 0.30547
H 5.14514 -3.49393 1.38874
H 4.67349 -4.87268 2.38193
H 2.76871 -3.31390 2.12357
H 2.39149 -4.86423 1.35103
C 5.12179 -3.20637 -6.41520
C 4.50356 -2.69086 -5.11959
C 5.27240 -3.13744 -3.87447
C 5.28027 -4.65529 -3.79294
N 5.28685 -5.91442 -3.72518
H 5.11020 -4.29992 -6.46156
H 4.55708 -2.83934 -7.27809
H 6.15910 -2.86748 -6.51702
H 3.46473 -3.03790 -5.05969
H 4.47607 -1.59607 -5.14988
H 4.79837 -2.73154 -2.97465
H 6.30476 -2.77283 -3.90831
C -4.05961 -2.18781 -8.31318
C -3.44556 -3.56688 -8.09484
C -2.58867 -3.64319 -6.82963
C -1.43973 -2.65275 -6.92726
N -0.48656 -1.83119 -7.00814
H -3.29138 -1.42089 -8.45390
H -4.68544 -2.18834 -9.21124
H -4.68527 -1.89753 -7.46141
H -2.83938 -3.82793 -8.97097
H -4.25001 -4.30754 -8.02762
H -2.18328 -4.65349 -6.71092
H -3.18955 -3.41213 -5.94339
C 9.63446 1.88413 7.75185
C 9.55056 2.75592 6.50305
C 9.22293 4.21683 6.81811
C 7.87421 4.30191 7.51400
N 6.75536 4.37262 8.09127
H 8.67758 1.84391 8.28184
H 9.89851 0.85691 7.48115
H 10.39651 2.26143 8.44332
H 8.78953 2.34061 5.83107
H 10.50804 2.71010 5.97261
H 9.18771 4.80179 5.89306
H 9.99115 4.65235 7.46621

Cartesian forces, eV/Å:
C -0.906 0.514 -0.623
C 0.582 0.548 0.347
B 1.142 2.037 2.223
O 0.411 -1.664 1.437
Nb -1.348 -0.224 -2.672
I 0.338 -0.375 0.086
P 1.143 -0.529 1.242
C 0.994 -0.667 -0.635
C 1.375 0.359 -1.751
C -0.148 -0.347 0.068
H -2.091 -0.185 -0.823
H 1.840 1.585 -1.455
H 1.092 -2.238 0.010
H -1.421 -1.619 1.005
H -0.373 2.354 0.469
H 0.612 -0.580 -1.687
H -0.645 -0.528 0.841
H 0.313 0.152 0.496
H -0.179 0.517 -0.320
H -1.273 0.580 1.900
H -1.332 -0.423 -1.982
H 1.721 1.830 -0.037
H -1.987 1.493 -0.739
H -0.174 -2.238 -0.394
H 1.498 -1.980 0.841
H 1.196 1.723 0.852
H -2.292 0.176 0.618
C -0.028 0.124 -0.049
C -0.143 0.377 -0.057
C -0.546 -0.213 -0.999
C -1.734 -2.888 -7.771
N 2.233 2.849 9.710
H 0.090 -0.037 0.119
H 0.113 -0.105 -0.021
H -0.130 -0.002 -0.042
H 0.193 -0.096 0.059
H -0.006 -0.182 -0.061
H 0.105 -0.038 -0.265
H -0.185 -0.068 -0.146
C -0.150 0.044 -0.176
C -0.264 -0.322 0.047
C -0.586 0.169 0.920
C -2.138 1.856 8.049
N 2.797 -1.968 -9.414
H 0.059 0.023 -0.108
H 0.205 0.186 0.119
H -0.116 -0.018 0.011
H 0.189 0.049 -0.029
H 0.019 0.167 0.086
H 0.025 -0.010 0.283
H -0.127 0.075 0.189
C -0.113 0.080 -0.055
C -0.346 0.216 -0.005
C -0.600 -0.420 0.826
C -4.007 -5.323 5.236
N 4.935 6.060 -6.212
H 0.120 0.015 -0.069
H 0.069 -0.125 -0.003
H -0.043 0.026 0.084
H 0.182 -0.092 -0.151
H 0.080 -0.132 0.168
H -0.130 -0.167 0.148
H -0.114 -0.097 0.176
C 0.099 0.047 0.070
C 0.425 -0.086 0.130
C -0.195 -0.895 0.571
C -3.518 -5.563 5.339
N 3.838 6.689 -6.339
H -0.035 0.081 -0.088
H -0.149 0.059 0.014
H 0.078 -0.130 -0.024
H -0.106 0.160 -0.037
H -0.212 -0.098 0.012
H -0.134 -0.058 0.220
H -0.024 -0.198 0.082
C -0.136 -0.018 0.061
C -0.336 0.117 -0.282
C 0.520 0.702 -0.658
C 5.004 6.101 -3.152
N -5.699 -7.208 3.953
H 0.019 -0.070 0.099
H 0.079 0.040 0.134
H 0.011 0.020 -0.214
H 0.072 -0.066 0.198
H 0.197 0.041 0.005
H 0.105 0.265 -0.007
H 0.132 0.115 -0.172
C -0.100 -0.041 0.087
C -0.329 -0.178 0.177
C -0.911 0.334 -0.551
C -4.770 5.258 -4.467
N 5.880 -6.046 5.160
H 0.121 -0.002 0.031
H 0.079 0.100 0.001
H -0.078 -0.053 -0.080
H 0.207 0.072 0.054
H 0.068 0.152 -0.228
H -0.112 0.245 0.053
H -0.056 0.040 -0.237
C 0.095 -0.062 -0.021
C 0.379 -0.109 -0.149
C 0.054 0.616 -0.909
C -1.616 4.020 -7.304
N 1.694 -5.007 8.715
H -0.067 -0.096 0.116
H -0.156 -0.005 -0.019
H 0.093 0.117 -0.064
H -0.184 -0.083 0.110
H -0.124 0.147 -0.031
H -0.103 0.019 -0.261
H 0.008 0.183 -0.172
C -0.005 0.017 -0.148
C -0.192 -0.027 -0.380
C -0.233 -1.050 -0.039
C 0.207 -8.440 0.743
N -0.061 9.982 -0.562
H 0.042 0.119 0.072
H 0.105 -0.021 0.120
H -0.105 -0.063 -0.016
H 0.179 0.125 0.126
H -0.006 -0.134 0.165
H 0.040 -0.256 -0.009
H -0.068 -0.234 0.014
C -0.116 0.094 -0.049
C -0.186 0.161 -0.330
C 0.792 0.701 -0.293
C 6.520 5.437 -0.235
N -7.548 -6.552 0.566
H -0.061 -0.101 0.104
H 0.041 -0.007 0.133
H 0.107 0.005 -0.111
H -0.033 -0.057 0.192
H 0.176 0.002 0.093
H 0.126 0.246 0.068
H 0.212 0.123 -0.061
C 0.035 -0.139 0.050
C 0.007 -0.416 0.031
C -1.044 -0.147 0.360
C -7.543 0.803 3.917
N 8.911 -0.632 -4.605
H 0.113 0.080 -0.057
H -0.005 0.154 0.053
H -0.106 -0.061 -0.059
H 0.130 0.173 0.047
H -0.139 0.144 0.005
H -0.159 0.025 0.232
H -0.240 -0.013 0.019

For the HOMO energy, the calculation gives -4.36 eV. Its total charge is -1.

These are the Löwdin partial charges, in e, on atoms 1 to 5: -0.1664 -0.2517 -0.6940 -0.1672 0.6528


Molecular formula: H3N2O4P
Method: DFT, wB97M-V/def2-TZVPD

Cartesian coordinates (Å):
N 1.69143 -0.07355 0.74059
N 0.01239 -0.76299 -0.92707
O -0.60249 1.51747 0.32797
O -2.34663 0.05730 -0.94450
O -1.32658 -0.67355 1.23964
O 1.22628 -1.04118 -0.33333
P -1.21915 0.18120 0.00051
H 1.15491 -0.30458 1.55273
H 1.21349 0.88289 0.39361
H 0.19636 0.21699 -2.05015

Cartesian forces, eV/Å:
N -0.185 2.012 -2.715
N 0.896 2.336 -3.264
O 0.384 1.395 -0.508
O -1.482 0.647 -1.416
O -0.007 -0.643 0.872
O 0.232 0.814 1.031
P 0.567 -1.247 1.459
H -1.014 -0.335 0.291
H 0.808 -2.365 1.107
H -0.198 -2.615 3.142

For the relative energy (zero: lowest compared OMol25 entry of this formula, charge and spin), the calculation gives 39.52 kcal/mol. For the HOMO energy, the calculation gives 0.56 eV. Its total charge is -2.

These are the Löwdin partial charges, in e, on atoms 1 to 5: -0.0360 -0.2108 -0.4961 -0.4680 -0.4810


Number 1: F_max 4.1 eV Å⁻¹, Kohn-Sham gap 8.74 eV. Number 2: F_max 10.4 eV Å⁻¹, Kohn-Sham gap 5.94 eV. Number 3: F_max 4.1 eV Å⁻¹, Kohn-Sham gap 7.05 eV.